The following is a quantum chemistry calculation of a 9-piece molecular cluster, H18O9 overall, from the Open Molecules 2025 dataset.

Output
E_HOMO in eV: -11.25
SMILES: O.O.O.O.O.O.O.O.O
Max |F| in eV/A: 5.06
Energy above the lowest of the compared OMol25 structures with the same formula, charge and spin in eV: 4.4768
Electronic energy in eV: -18717.659
Frontier orbital gap in eV: 11.0

```
27
H18O9 | the Open Molecules 2025 dataset | ωB97M-V/def2-TZVPD
O -2.61 -1.09 0.49
O 3.30 -1.18 -0.44
O 1.45 -1.55 2.12
O 4.36 0.99 -1.57
O 0.23 0.29 1.48
O -0.02 -3.48 -0.97
O -0.80 0.65 -0.78
O -5.56 -0.90 -1.01
O -1.20 6.16 0.16
H -1.87 -1.36 0.00
H 2.35 -1.10 -0.37
H 0.54 1.20 1.38
H -0.51 6.55 -0.31
H 0.00 1.10 -0.66
H -3.20 -1.85 0.57
H 0.90 -1.56 1.31
H 0.57 0.01 2.33
H -5.48 -1.46 -0.31
H 3.83 -0.56 0.17
H 0.82 -2.90 -0.83
H 5.04 1.73 -1.56
H -4.66 -0.81 -1.45
H 1.00 -2.12 2.84
H -1.08 0.47 0.14
H -1.21 5.20 -0.05
H -0.05 -3.69 -1.88
H 3.85 1.27 -0.81
```

Formally, the Löwdin partial charges of the atoms, in units of the elementary charge, are as follows: number 1, O, carries -0.04; number 2, O, carries -0.08; number 3, O, carries -0.11; number 4, O, carries -0.09; number 5, O, carries -0.09; number 6, O, carries -0.07; number 7, O, carries -0.06; number 8, O, carries -0.04; number 9, O, carries -0.04; number 10, H, carries -0.01; number 11, H, carries 0.00; number 12, H, carries 0.07; number 13, H, carries -0.01; number 14, H, carries -0.02; number 15, H, carries 0.05; number 16, H, carries 0.03; number 17, H, carries 0.04; number 18, H, carries -0.05; number 19, H, carries 0.08; number 20, H, carries 0.08; number 21, H, carries 0.08; number 22, H, carries 0.07; number 23, H, carries 0.11; number 24, H, carries 0.01; number 25, H, carries 0.05; number 26, H, carries 0.01; number 27, H, carries 0.01

---

The following is a quantum chemistry calculation of a 9-piece molecular cluster, H18O9 overall, from the Open Molecules 2025 dataset.

Output
E_HOMO in eV: -9.79
SMILES: O.O.O.O.O.O.O.O.O
Max |F| in eV/A: 5.51
Energy above the lowest of the compared OMol25 structures with the same formula, charge and spin in eV: 3.0435
Electronic energy in eV: -18719.092
Frontier orbital gap in eV: 9.3

```
27
H18O9 | the Open Molecules 2025 dataset | ωB97M-V/def2-TZVPD
O -3.44 -8.91 3.22
O -1.93 -6.30 5.80
O -5.41 -5.84 5.99
O -4.00 -6.23 3.56
O -1.79 -4.44 3.25
O -2.68 -9.71 5.95
O -6.42 -4.50 1.21
O -7.22 -5.67 3.42
O -5.17 -7.58 1.18
H -1.77 -6.31 4.86
H -1.31 -6.84 6.13
H -7.79 -4.93 3.52
H -6.84 -5.32 2.61
H -2.77 -9.40 2.76
H -3.09 -9.18 5.23
H -7.07 -5.06 0.76
H -6.92 -3.70 1.45
H -6.06 -7.67 0.82
H -6.23 -5.33 5.79
H -5.12 -6.02 5.07
H -4.73 -6.98 0.57
H -4.67 -6.26 2.88
H -2.63 -4.86 3.48
H -4.22 -9.22 2.69
H -1.97 -3.55 3.08
H -3.30 -10.42 5.98
H -3.75 -7.14 3.39
```

Formally, the Löwdin partial charges of the atoms, in units of the elementary charge, are as follows: number 1, O, carries -0.04; number 2, O, carries 0.02; number 3, O, carries -0.09; number 4, O, carries -0.05; number 5, O, carries -0.04; number 6, O, carries -0.07; number 7, O, carries -0.04; number 8, O, carries -0.04; number 9, O, carries -0.03; number 10, H, carries 0.01; number 11, H, carries -0.04; number 12, H, carries 0.02; number 13, H, carries -0.05; number 14, H, carries 0.06; number 15, H, carries 0.01; number 16, H, carries 0.06; number 17, H, carries 0.09; number 18, H, carries 0.06; number 19, H, carries 0.02; number 20, H, carries -0.02; number 21, H, carries 0.06; number 22, H, carries 0.02; number 23, H, carries -0.01; number 24, H, carries 0.09; number 25, H, carries 0.00; number 26, H, carries 0.02; number 27, H, carries 0.00

---

The following is a quantum chemistry calculation of a 9-piece molecular cluster, H18O9 overall, from the Open Molecules 2025 dataset.

Output
E_HOMO in eV: -11.31
SMILES: O.O.O.O.O.O.O.O.O
Max |F| in eV/A: 0.49
Energy above the lowest of the compared OMol25 structures with the same formula, charge and spin in eV: 2.8333
Electronic energy in eV: -18719.302
Frontier orbital gap in eV: 11.3

```
27
H18O9 | the Open Molecules 2025 dataset | ωB97M-V/def2-TZVPD
O -2.42 8.47 17.13
O -3.38 4.89 18.43
O -6.74 7.32 21.57
O -4.34 13.07 20.17
O -11.12 10.37 18.01
O -4.04 10.59 13.62
O -10.26 6.83 18.86
O -8.20 11.05 20.37
O -6.41 8.46 17.67
H -4.22 4.49 18.18
H -6.76 7.78 20.73
H -5.22 12.71 20.11
H -5.50 8.73 17.54
H -3.53 11.34 13.95
H -11.46 10.78 18.80
H -8.19 11.11 21.33
H -9.33 6.66 18.97
H -2.47 7.57 17.47
H -3.92 9.91 14.28
H -11.00 9.45 18.24
H -7.67 7.20 21.79
H -1.49 8.60 16.95
H -6.87 9.28 17.88
H -9.13 11.03 20.15
H -3.79 12.33 20.43
H -2.82 4.14 18.63
H -10.63 6.77 19.74
```

Formally, the Löwdin partial charges of the atoms, in units of the elementary charge, are as follows: number 1, O, carries -0.05; number 2, O, carries -0.05; number 3, O, carries -0.05; number 4, O, carries -0.05; number 5, O, carries -0.04; number 6, O, carries -0.05; number 7, O, carries -0.04; number 8, O, carries -0.05; number 9, O, carries -0.05; number 10, H, carries 0.03; number 11, H, carries 0.02; number 12, H, carries 0.02; number 13, H, carries 0.02; number 14, H, carries 0.03; number 15, H, carries 0.02; number 16, H, carries 0.03; number 17, H, carries 0.03; number 18, H, carries 0.02; number 19, H, carries 0.02; number 20, H, carries 0.01; number 21, H, carries 0.02; number 22, H, carries 0.03; number 23, H, carries 0.03; number 24, H, carries 0.01; number 25, H, carries 0.03; number 26, H, carries 0.03; number 27, H, carries 0.03